(1)
C49H47ClF6N3O6STa | ωB97M-V/def2-TZVPD

The geometry in XYZ format:
```
114
Properties=species:S:1:pos:R:3:lowdin_charge:R:1
Ta -0.588 0.114 -0.888 1.726
F -1.835 5.333 3.764 0.171
C -1.849 4.593 2.672 -0.118
C -0.657 4.187 2.092 -0.140
F 0.510 4.525 2.639 0.136
C -0.683 3.408 0.954 -0.257
F 0.495 2.978 0.462 0.067
C -1.871 3.010 0.361 -0.458
S -1.942 2.038 -1.107 0.811
C -3.052 3.426 0.959 -0.231
F -4.219 3.053 0.445 0.115
C -3.052 4.208 2.102 -0.127
F -4.194 4.576 2.659 0.162
C -4.474 -0.449 -1.869 -0.034
C -4.375 -0.653 -0.381 -0.217
C -5.470 -0.320 0.412 -0.023
C -5.476 -0.562 1.773 -0.033
C -4.385 -1.172 2.371 -0.017
C -3.265 -1.510 1.628 -0.217
C -2.110 -2.219 2.275 -0.008
C -3.273 -1.212 0.263 -0.208
N -2.064 -1.518 -0.504 0.024
C -1.915 -2.677 -1.022 -0.208
C -2.918 -3.771 -0.935 0.034
C -0.634 -2.915 -1.790 -0.227
C -0.466 -4.220 -2.489 0.031
N 0.212 -1.957 -1.799 0.067
C 1.452 -2.129 -2.542 -0.196
C 2.550 -2.743 -1.934 -0.199
C 2.512 -3.410 -0.586 -0.024
C 3.742 -2.838 -2.652 -0.031
C 3.829 -2.408 -3.959 -0.053
C 2.700 -1.889 -4.574 -0.044
C 1.501 -1.730 -3.887 -0.211
C 0.306 -1.223 -4.645 -0.022
H -4.812 0.564 -2.088 0.089
H -5.217 -1.132 -2.285 0.097
H -3.538 -0.603 -2.396 0.044
H -6.335 0.129 -0.061 0.128
H -6.339 -0.291 2.366 0.119
H -4.393 -1.388 3.432 0.120
H -2.218 -2.221 3.358 0.077
H -1.171 -1.729 2.030 0.037
H -2.047 -3.261 1.945 0.098
H -3.692 -3.541 -0.208 0.102
H -2.440 -4.717 -0.683 0.104
H -3.392 -3.901 -1.913 0.121
H -1.338 -4.417 -3.116 0.111
H -0.412 -5.033 -1.760 0.113
H 0.430 -4.237 -3.101 0.100
H 1.523 -3.421 -0.138 0.054
H 3.217 -2.934 0.102 0.084
H 2.846 -4.443 -0.688 0.104
H 4.596 -3.305 -2.177 0.128
H 4.751 -2.522 -4.513 0.119
H 2.731 -1.631 -5.626 0.121
H 0.498 -1.291 -5.715 0.091
H 0.073 -0.191 -4.395 0.058
H -0.594 -1.800 -4.433 0.081
C 3.436 4.499 -0.707 -0.014
O 2.916 3.573 -1.669 -0.077
C 1.739 3.854 -2.257 -0.228
C 0.896 4.904 -1.900 0.001
C -0.270 5.135 -2.609 -0.045
C -0.624 4.336 -3.689 -0.072
C 0.209 3.301 -4.060 -0.017
C 1.373 3.051 -3.342 -0.151
N 2.309 2.125 -3.903 0.178
C 3.198 1.324 -3.398 0.047
C 3.447 0.869 -2.059 -0.137
C 4.794 0.603 -1.763 0.000
C 5.192 0.236 -0.496 -0.042
C 4.227 0.081 0.494 -0.026
C 2.884 0.262 0.209 0.003
C 2.481 0.643 -1.063 -0.278
O 1.168 0.733 -1.348 -0.241
H 4.413 4.114 -0.430 0.102
H 2.798 4.543 0.174 0.092
H 3.542 5.490 -1.149 0.109
H 1.162 5.553 -1.078 0.121
H -0.905 5.962 -2.320 0.124
H -1.532 4.528 -4.243 0.119
H -0.028 2.689 -4.923 0.126
H 2.365 2.213 -4.911 0.181
H 3.909 0.967 -4.135 0.154
H 5.534 0.730 -2.544 0.132
H 6.237 0.072 -0.277 0.120
H 4.523 -0.202 1.497 0.123
H 2.126 0.102 0.963 0.087
O 1.030 -2.042 1.652 -0.070
H 1.916 -2.386 1.493 0.024
H 0.667 -2.609 2.345 0.064
F -1.325 0.026 -2.660 -0.463
C 1.995 -1.107 4.880 -0.021
C 0.524 -1.221 5.181 -0.194
C 0.000 -2.397 5.713 -0.064
C -1.334 -2.474 6.082 -0.675
Cl -1.952 -3.958 6.727 0.698
C -2.171 -1.377 5.962 -0.101
C -1.670 -0.209 5.410 0.009
C -0.348 -0.147 5.003 -0.230
O 0.120 1.048 4.463 -0.013
C 0.403 0.964 3.096 -0.097
C -0.853 0.826 2.258 -0.469
O -1.967 1.045 2.604 0.192
O -0.577 0.374 0.985 -0.263
H 2.558 -1.823 5.476 0.091
H 2.358 -0.106 5.111 0.098
H 2.218 -1.308 3.828 0.054
H 0.647 -3.249 5.882 0.117
H -3.197 -1.438 6.297 0.115
H -2.295 0.665 5.288 0.131
H 1.053 0.120 2.855 0.092
H 0.913 1.886 2.803 0.144
```

For the total energy, the calculation gives -4025.4065 Eh. The calculation puts the HOMO energy at -0.4662 hartree. The calculation puts the gap between HOMO and LUMO at 6.08 eV. The calculation puts the energy above the lowest of the compared OMol25 structures with the same formula, charge and spin at 12.8 kJ/mol. As for the net charge: +2.


(2)
C49H48HfIN5O6S | ωB97M-V/def2-TZVPD

The geometry in XYZ format:
```
111
Properties=species:S:1:pos:R:3:lowdin_charge:R:1
Hf 1.854 -0.738 0.433 1.406
C -2.670 -2.776 -0.471 0.004
C -2.137 -1.589 0.295 -0.213
N -3.277 0.456 1.206 0.069
C -2.879 1.154 2.363 -0.105
C -1.778 0.933 3.101 -0.151
C -1.578 1.844 4.309 -0.218
O -0.986 1.197 5.423 -0.054
C -0.624 0.030 2.807 -0.077
C 0.606 0.595 2.787 -0.128
N 1.790 -0.070 2.406 -0.174
C 2.841 0.068 3.314 -0.333
C 2.545 0.167 4.688 -0.009
C 3.533 0.279 5.646 -0.077
C 4.870 0.291 5.278 -0.095
C 5.200 0.194 3.937 -0.158
C 4.201 0.091 2.984 -0.548
I 4.820 0.025 0.956 1.117
C -0.672 -1.517 0.884 -0.348
O 0.446 -2.105 0.336 -0.282
H -3.503 -2.496 -1.118 0.080
H -3.020 -3.521 0.243 0.085
H -1.882 -3.226 -1.078 0.088
H -3.533 1.969 2.661 0.128
H -2.542 2.274 4.598 0.116
H -0.911 2.675 4.064 0.120
H -1.500 0.409 5.631 0.091
H 0.750 1.621 3.119 0.138
H 1.503 0.154 4.983 0.104
H 3.249 0.351 6.688 0.106
H 5.651 0.384 6.020 0.102
H 6.235 0.217 3.626 0.089
C 3.859 0.514 -2.529 -0.046
C 3.301 -0.873 -2.619 -0.314
C 3.233 -1.494 -3.883 -0.021
C 2.680 -2.734 -4.003 0.010
C 2.320 -3.456 -2.844 -0.159
C 1.836 -4.778 -2.892 -0.044
C 1.688 -5.482 -1.727 -0.072
C 2.036 -4.910 -0.498 -0.096
C 2.462 -3.599 -0.398 -0.628
S 3.001 -2.939 1.125 0.576
C 2.544 -2.825 -1.595 -0.242
N 2.907 -1.499 -1.518 0.015
H 3.701 1.047 -3.466 0.087
H 4.936 0.459 -2.350 0.086
H 3.411 1.076 -1.715 0.038
H 3.586 -0.953 -4.750 0.118
H 2.548 -3.194 -4.976 0.125
H 1.625 -5.229 -3.853 0.110
H 1.334 -6.505 -1.757 0.106
H 1.981 -5.498 0.409 0.104
O 2.767 2.363 1.310 0.026
C 1.883 2.201 0.494 -0.578
O 1.761 1.143 -0.277 -0.239
C 0.852 3.291 0.347 -0.100
C -0.502 3.001 0.473 -0.025
C -1.442 4.023 0.455 -0.049
C -1.044 5.336 0.276 0.006
C 0.307 5.605 0.118 -0.133
C 1.262 4.604 0.174 0.073
N 0.737 6.986 -0.118 -0.352
O -0.116 7.856 -0.098 0.072
O 1.923 7.189 -0.299 0.080
H -0.826 1.979 0.590 0.090
H -2.493 3.788 0.563 0.107
H -1.757 6.146 0.261 0.118
H 2.309 4.852 0.080 0.135
C -0.587 -3.517 3.852 -0.025
C -1.427 -2.534 3.090 -0.175
C -2.748 -2.697 2.961 -0.009
C -3.527 -1.606 2.388 -0.219
C -4.645 -1.095 3.249 -0.028
C -3.066 -0.963 1.307 -0.165
C -1.170 -0.590 -0.155 -0.175
C -0.609 -1.441 2.413 -0.129
N -0.518 0.013 -1.033 0.172
C -1.015 0.294 -2.380 -0.415
C 0.183 0.129 -3.317 -0.084
C -0.202 0.469 -4.756 -0.280
C -1.311 -0.487 -5.203 -0.115
C -2.523 -0.317 -4.282 -0.278
C -3.019 1.130 -4.361 -0.117
C -1.908 2.078 -3.900 -0.279
C -0.693 1.917 -4.819 -0.113
C -1.512 1.742 -2.458 -0.073
C -2.134 -0.645 -2.837 -0.077
H -1.190 -4.320 4.274 0.080
H -0.054 -3.012 4.662 0.092
H 0.172 -3.947 3.193 0.088
H -3.256 -3.517 3.459 0.119
H -4.256 -0.621 4.154 0.087
H -5.267 -1.936 3.561 0.086
H -5.274 -0.375 2.725 0.080
H -4.162 0.761 0.829 0.130
H 0.417 -1.736 2.631 0.108
H 0.510 -0.912 -3.258 0.115
H 0.988 0.775 -2.960 0.117
H 0.673 0.346 -5.403 0.137
H -0.945 -1.518 -5.156 0.119
H -1.597 -0.283 -6.239 0.120
H -3.321 -0.996 -4.601 0.140
H -3.905 1.258 -3.731 0.119
H -3.306 1.367 -5.390 0.120
H -2.265 3.111 -3.939 0.140
H 0.108 2.593 -4.503 0.122
H -0.965 2.178 -5.846 0.120
H -2.372 1.865 -1.791 0.125
H -0.719 2.412 -2.116 0.119
H -1.790 -1.681 -2.760 0.122
H -3.003 -0.527 -2.182 0.123
```

For the total energy, the calculation gives -3365.1266 Eh. The calculation puts the HOMO energy at -0.2695 hartree. The calculation puts the gap between HOMO and LUMO at 6.88 eV. The calculation puts the energy above the lowest of the compared OMol25 structures with the same formula, charge and spin at 469.8 kJ/mol.


(3)
C49H48IrN4P2S2Se | ωB97M-V/def2-TZVPD

The geometry in XYZ format:
```
107
Properties=species:S:1:pos:R:3:lowdin_charge:R:1
Ir -0.226 0.172 -0.486 0.636
C 1.839 3.532 -0.268 -0.372
C 2.660 2.235 -0.160 -0.383
P 1.678 0.805 0.401 0.973
C 2.051 0.431 2.082 -0.405
C 1.375 -0.656 2.668 -0.139
C 1.657 -1.032 3.969 -0.043
C 2.609 -0.337 4.700 -0.028
C 3.292 0.737 4.128 -0.052
C 3.026 1.116 2.831 -0.076
C 0.563 0.407 -2.401 -0.376
C -0.330 0.720 -3.435 -0.148
C 0.092 0.934 -4.741 -0.075
C 1.435 0.825 -5.071 -0.091
C 2.339 0.472 -4.082 -0.092
C 1.903 0.256 -2.779 -0.194
P 0.696 3.751 1.168 1.055
C 0.360 5.543 1.060 -0.391
C 0.832 6.356 2.087 -0.107
C 0.645 7.731 2.035 -0.076
C -0.021 8.298 0.961 -0.072
C -0.501 7.492 -0.065 -0.069
C -0.313 6.122 -0.016 -0.082
C -0.887 3.107 0.503 -0.440
C -1.967 3.247 1.367 -0.145
C -3.256 2.959 0.945 -0.051
C -3.497 2.518 -0.351 -0.080
C -2.436 2.342 -1.210 -0.153
C -1.118 2.595 -0.793 -0.219
H 1.320 3.574 -1.226 0.077
H 2.525 4.380 -0.252 0.096
H 3.505 2.362 0.514 0.067
H 3.069 1.973 -1.139 0.075
H 0.648 -1.208 2.089 0.005
H 1.135 -1.869 4.412 0.118
H 2.824 -0.629 5.720 0.120
H 4.031 1.278 4.702 0.116
H 3.559 1.958 2.416 0.095
H -1.388 0.794 -3.226 0.049
H -0.637 1.184 -5.503 0.109
H 1.769 1.000 -6.086 0.106
H 3.390 0.357 -4.320 0.107
H 2.647 -0.058 -2.050 0.066
H 1.342 5.910 2.933 0.095
H 1.013 8.356 2.838 0.108
H -0.172 9.369 0.922 0.109
H -1.027 7.935 -0.901 0.109
H -0.700 5.499 -0.815 0.107
H -1.800 3.613 2.374 0.115
H -4.083 3.091 1.631 0.121
H -4.505 2.307 -0.680 0.119
H -2.615 2.020 -2.226 0.092
H -0.350 2.635 -1.555 0.074
S -2.554 -0.700 -1.129 0.615
C -2.567 -1.995 0.061 -0.768
C -2.945 -3.299 -0.195 -0.079
C -2.767 -4.273 0.787 -0.178
C -3.069 -5.641 0.470 -0.176
N -3.279 -6.736 0.194 0.192
C -2.241 -3.931 2.036 -0.179
C -1.925 -2.602 2.324 -0.055
C -2.085 -1.640 1.344 -0.723
S -1.639 0.054 1.511 0.619
C -1.973 -4.936 3.026 -0.173
N -1.709 -5.714 3.828 0.181
H -3.339 -3.582 -1.160 0.121
H -1.540 -2.343 3.301 0.121
C -1.363 -5.160 -2.581 -0.091
C 0.036 -5.376 -3.140 -0.234
C 0.413 -4.365 -4.219 -0.167
C 0.667 -2.951 -3.704 -0.117
N 1.820 -2.915 -2.794 0.013
C 1.817 -2.638 -1.482 -0.527
Se 0.262 -2.235 -0.467 0.903
N 3.064 -2.783 -1.002 0.006
C 3.488 -2.682 0.396 -0.134
C 3.934 -4.008 1.008 -0.173
C 2.805 -4.931 1.464 -0.235
C 1.999 -5.576 0.341 -0.093
C 3.915 -3.086 -2.055 -0.138
C 5.295 -3.268 -2.104 0.007
C 5.839 -3.520 -3.346 -0.056
C 5.042 -3.586 -4.501 -0.053
C 3.676 -3.407 -4.450 0.013
C 3.124 -3.160 -3.195 -0.135
H -1.620 -5.929 -1.850 0.064
H -2.107 -5.200 -3.380 0.090
H -1.450 -4.190 -2.091 0.027
H 0.105 -6.379 -3.565 0.116
H 0.774 -5.346 -2.332 0.086
H -0.395 -4.293 -4.953 0.127
H 1.291 -4.715 -4.765 0.100
H -0.185 -2.548 -3.162 0.092
H 0.890 -2.268 -4.523 0.129
H 2.637 -2.285 0.949 0.067
H 4.292 -1.944 0.436 0.132
H 4.549 -3.749 1.873 0.120
H 4.591 -4.540 0.314 0.109
H 2.136 -4.381 2.134 0.107
H 3.252 -5.722 2.069 0.113
H 1.345 -4.862 -0.164 0.018
H 1.357 -6.364 0.733 0.085
H 2.655 -6.026 -0.409 0.085
H 5.912 -3.209 -1.218 0.118
H 6.907 -3.667 -3.436 0.114
H 5.514 -3.781 -5.454 0.114
H 3.068 -3.450 -5.342 0.119
```

For the total energy, the calculation gives -6099.6853 Eh. The calculation puts the HOMO energy (spin up / spin down) at -0.3608 / -0.3608 hartree. The calculation puts the gap between HOMO and LUMO (spin up / spin down) at 4.50 / 4.50 eV. The calculation puts the energy above the lowest of the compared OMol25 structures with the same formula, charge and spin at 114.6 kJ/mol. As for the net charge: +1.